1.
ORCA calculation (ωB97M-V/def2-TZVPD) on a structure of composition C25H29N3O5PRuS.

```
65
Properties=species:S:1:pos:R:3:forces:R:3
Ru -0.169 -0.028 0.060 -0.006 -0.051 -0.153
C -1.909 2.656 0.130 0.028 -0.038 0.018
C -2.364 1.756 -1.033 0.026 0.010 0.007
N -2.440 0.345 -0.618 -0.047 -0.009 0.019
C -3.412 0.066 0.454 0.005 0.043 -0.022
C -2.884 -0.963 1.454 0.048 -0.027 0.005
N -1.493 -0.719 1.872 -0.028 -0.050 -0.019
C -1.268 0.295 2.911 0.017 -0.005 0.062
C -1.518 1.717 2.416 -0.013 0.045 -0.001
N -0.993 1.953 1.054 0.009 0.072 -0.039
H -2.770 3.029 0.685 -0.009 -0.006 0.001
H -1.411 3.531 -0.286 -0.003 -0.006 -0.020
H -1.635 1.805 -1.846 0.009 -0.003 0.006
H -3.317 2.123 -1.426 -0.003 0.012 0.012
H -2.631 -0.233 -1.431 -0.002 -0.010 0.016
H -4.355 -0.302 0.042 0.007 -0.022 -0.004
H -3.654 1.000 0.956 0.018 -0.010 0.003
H -2.904 -1.945 0.978 0.008 0.003 0.009
H -3.558 -1.008 2.317 -0.015 0.019 -0.010
H -1.092 -1.595 2.189 0.004 -0.004 0.001
H -0.225 0.193 3.217 0.004 -0.001 -0.014
H -1.891 0.114 3.795 -0.001 0.010 0.003
H -1.062 2.410 3.125 0.000 -0.004 0.010
H -2.585 1.937 2.426 0.002 -0.014 -0.014
H -0.109 2.447 1.113 0.000 -0.002 -0.011
O 1.268 0.746 -1.801 0.105 -0.134 0.137
C 2.253 0.031 -1.756 -0.116 0.046 -0.128
C 2.437 -1.090 -2.719 -0.044 0.012 0.051
C 3.499 -1.127 -3.610 0.016 0.011 -0.008
C 3.579 -2.156 -4.534 -0.018 -0.024 -0.007
C 2.609 -3.150 -4.556 0.010 0.024 0.006
C 1.567 -3.126 -3.643 0.022 0.007 0.022
C 1.467 -2.099 -2.705 0.068 -0.021 -0.036
P 0.134 -2.150 -1.453 -0.118 0.028 -0.050
C -1.330 -2.419 -2.505 -0.064 -0.130 0.086
C -1.647 -1.397 -3.402 0.005 0.109 -0.057
C -2.775 -1.489 -4.203 0.006 -0.003 0.006
C -3.604 -2.601 -4.110 0.013 -0.023 0.023
C -3.289 -3.623 -3.227 -0.019 0.032 -0.036
C -2.155 -3.536 -2.427 0.010 0.008 -0.023
C 0.413 -3.683 -0.520 0.061 0.052 0.004
C -0.547 -4.056 0.422 -0.089 0.003 0.034
C -0.353 -5.158 1.237 0.024 -0.010 0.002
C 0.824 -5.890 1.139 -0.001 0.025 -0.012
C 1.794 -5.513 0.224 -0.011 -0.006 0.015
C 1.592 -4.414 -0.603 0.037 -0.020 -0.014
H 4.248 -0.346 -3.592 -0.005 0.001 0.011
H 4.396 -2.180 -5.241 -0.002 -0.003 0.001
H 2.668 -3.950 -5.282 0.002 0.002 -0.001
H 0.824 -3.916 -3.656 -0.003 0.001 0.008
H -0.995 -0.532 -3.493 0.001 -0.028 0.027
H -3.001 -0.698 -4.906 -0.006 -0.002 0.000
H -4.484 -2.674 -4.735 -0.001 -0.006 0.002
H -3.921 -4.499 -3.165 0.000 0.001 0.001
H -1.913 -4.352 -1.758 0.010 0.009 0.008
H -1.470 -3.492 0.510 0.022 0.010 -0.016
H -1.114 -5.444 1.951 0.000 -0.004 -0.001
H 0.985 -6.746 1.780 0.003 -0.003 -0.005
H 2.718 -6.070 0.152 -0.001 0.000 0.002
H 2.370 -4.131 -1.299 -0.018 0.016 -0.011
O 1.804 -0.786 0.991 0.060 -0.017 -0.029
S 2.707 0.371 0.795 -0.156 0.011 0.041
O 1.924 1.587 0.767 0.087 0.014 0.052
O 3.190 0.092 -0.807 0.021 0.031 0.002
O 3.938 0.338 1.484 0.028 0.029 0.030
```
Positions in Å, forces in eV/Å.

Values from the calculation:
Molar mass ... 615.63 g/mol
Multiplicity ... 5
Relative energy (zero: lowest compared OMol25 entry of this formula, charge and spin) ... 0.00 kJ/mol
Net charge ... +1

---

2.
ORCA calculation (ωB97M-V/def2-TZVPD) on the molecule C25H29N3O6S.

```
64
Properties=species:S:1:pos:R:3:forces:R:3
C -4.782 -2.132 1.622 0.168 -0.027 -0.143
H -4.297 -2.559 2.497 -0.004 -0.043 0.145
C -3.799 -2.007 0.465 -0.109 0.069 0.156
H -4.310 -1.620 -0.415 0.079 -0.100 0.033
C -2.627 -1.104 0.856 -0.390 -0.062 -0.044
N -1.550 -1.069 -0.148 0.049 -0.087 0.374
C -1.789 -0.726 -1.427 0.277 0.131 -0.392
O -2.914 -0.546 -1.877 -0.103 -0.086 -0.323
C -0.583 -0.480 -2.322 -0.081 -0.278 -0.423
N 0.364 0.407 -1.685 1.002 0.179 -0.312
S 1.962 0.255 -2.173 -0.352 0.429 0.087
O 2.255 1.236 -3.183 -0.066 0.127 0.226
O 2.197 -1.126 -2.488 -0.043 -0.118 0.170
C 2.857 0.685 -0.694 -0.184 -0.155 -0.392
C 3.985 -0.041 -0.370 0.045 -0.049 -0.182
C 4.715 0.300 0.755 -0.091 0.148 -0.043
C 4.318 1.361 1.562 -0.031 -0.082 -0.070
C 3.179 2.080 1.212 -0.006 -0.037 -0.135
C 2.450 1.750 0.084 0.029 0.110 0.037
H 1.571 2.311 -0.189 -0.164 0.122 0.056
H 2.861 2.906 1.832 -0.057 0.085 0.075
C 5.114 1.737 2.772 0.040 0.045 -0.035
H 4.483 2.204 3.524 -0.003 0.027 0.097
H 5.891 2.450 2.496 0.071 0.048 0.055
H 5.598 0.865 3.206 0.047 -0.033 0.082
H 5.600 -0.263 1.012 0.084 -0.084 0.028
H 4.270 -0.866 -1.002 0.091 -0.158 -0.010
H 0.074 1.376 -1.737 0.053 0.184 0.029
H -0.964 -0.080 -3.270 -0.019 -0.085 0.213
H -0.059 -1.413 -2.533 -0.249 -0.008 -0.013
C -0.246 -1.319 0.361 0.461 -0.387 0.105
C 0.235 -0.552 1.411 0.069 -0.170 -0.051
C 1.468 -0.825 1.977 -0.038 -0.067 0.094
C 2.231 -1.863 1.480 -0.091 -0.045 0.102
C 1.765 -2.637 0.432 -0.058 -0.170 -0.125
C 0.517 -2.392 -0.129 -0.143 0.179 0.307
O -0.044 -3.149 -1.108 -0.174 0.209 0.143
C 0.783 -4.052 -1.811 0.162 -0.152 -0.130
H 0.163 -4.448 -2.615 0.080 -0.016 0.040
H 1.648 -3.532 -2.233 -0.031 -0.070 0.034
H 1.112 -4.877 -1.172 -0.010 0.038 -0.022
H 2.374 -3.446 0.064 0.049 -0.100 -0.077
H 3.194 -2.086 1.915 0.098 -0.019 0.018
H 1.826 -0.227 2.800 0.037 0.078 0.081
H -0.369 0.254 1.795 -0.115 0.108 0.018
H -2.177 -1.511 1.768 -0.092 0.179 -0.188
C -3.012 0.351 1.184 -0.050 -0.526 0.033
O -2.658 0.877 2.220 0.154 0.229 0.303
N -3.723 0.980 0.228 -0.434 0.167 -0.249
H -3.822 0.502 -0.664 0.086 -0.036 0.197
C -3.776 2.431 0.188 0.187 0.069 0.226
C -2.591 2.961 -0.558 -0.292 -0.372 -0.695
C -2.182 2.760 -1.846 -0.296 0.122 0.533
C -0.928 3.411 -1.970 0.178 0.353 0.404
C -0.673 3.957 -0.748 0.407 -0.051 -0.718
O -1.669 3.684 0.110 -0.126 0.093 0.429
H 0.141 4.552 -0.384 0.060 0.097 0.144
H -0.314 3.476 -2.846 0.187 0.075 -0.160
H -2.706 2.216 -2.605 -0.171 -0.170 -0.131
H -4.710 2.733 -0.291 0.118 0.042 0.097
H -3.745 2.800 1.216 -0.118 0.015 -0.154
H -3.396 -2.990 0.209 0.037 0.027 -0.069
H -5.614 -2.773 1.342 -0.100 -0.031 0.036
H -5.175 -1.155 1.894 -0.113 0.087 0.083
```
Positions in Å, forces in eV/Å.

Values from the calculation:
Molar mass ... 499.59 g/mol
Multiplicity ... 1
Relative energy (zero: lowest compared OMol25 entry of this formula, charge and spin) ... 169.45 kJ/mol
SMILES ... CC[C@H](C(=O)NCc1ccco1)N(C(=O)CNS(=O)(=O)c1ccc(C)cc1)c1ccccc1OC
Net charge ... 0

---

3.
ORCA calculation (ωB97M-V/def2-TZVPD) on a structure of composition C25H29N4S4Ti.

```
63
Properties=species:S:1:pos:R:3:forces:R:3
Ti 0.343 -0.322 -0.250 0.120 0.802 1.041
C -0.034 0.002 3.625 -0.022 0.046 -0.019
C -0.026 1.514 3.428 -0.070 -0.113 0.067
S 0.811 1.842 1.878 0.211 -0.062 0.012
C 0.383 3.552 1.515 -0.036 0.005 -0.082
C 0.809 3.833 0.075 0.025 0.024 0.062
S 0.225 2.614 -1.124 -0.036 -0.022 -0.052
C -1.544 2.987 -1.060 -0.062 0.025 -0.064
C -2.365 1.795 -1.508 -0.058 0.016 0.008
S -2.179 0.305 -0.507 -0.171 -0.025 -0.025
C -2.614 0.808 1.175 -0.013 -0.032 0.011
C -2.389 -0.395 2.090 0.013 0.037 0.050
S -0.668 -0.978 2.236 -0.249 -0.157 -0.047
H -0.635 -0.276 4.490 0.040 0.033 0.049
H 0.978 -0.376 3.780 0.009 -0.001 -0.028
H 0.509 1.979 4.256 -0.028 -0.008 0.031
H -1.042 1.915 3.409 0.009 0.007 -0.008
H 0.923 4.211 2.193 -0.019 0.040 -0.009
H -0.686 3.718 1.661 0.005 -0.019 0.005
H 1.896 3.820 -0.015 0.000 -0.016 0.011
H 0.465 4.818 -0.240 0.026 0.019 0.025
H -1.748 3.825 -1.727 -0.011 0.009 0.010
H -1.823 3.290 -0.051 -0.006 -0.012 -0.011
H -2.069 1.459 -2.505 -0.007 0.012 -0.007
H -3.425 2.045 -1.542 0.003 0.026 -0.007
H -3.668 1.089 1.198 -0.004 0.002 0.011
H -2.002 1.656 1.474 -0.009 0.013 0.021
H -2.954 -1.255 1.728 -0.003 -0.001 -0.009
H -2.742 -0.178 3.099 -0.009 0.008 -0.001
C 4.222 -0.905 3.407 0.002 0.013 -0.008
C 4.490 0.290 2.747 -0.009 0.001 0.014
C 3.878 0.587 1.541 0.008 0.027 0.047
C 3.001 -0.328 0.957 -0.033 0.039 -0.299
C 2.759 -1.538 1.609 -0.014 -0.068 0.066
C 3.350 -1.818 2.836 0.004 0.019 -0.035
N 2.258 -0.081 -0.220 0.571 0.164 -0.116
C 2.776 0.413 -1.431 0.080 -0.225 0.371
C 4.054 0.904 -1.687 0.019 -0.002 0.019
C 4.401 1.247 -2.986 -0.029 -0.001 -0.010
C 3.501 1.102 -4.040 -0.018 0.001 -0.029
C 2.231 0.607 -3.804 -0.010 0.101 -0.110
C 1.874 0.288 -2.505 -0.418 -0.357 -0.084
N 0.663 -0.287 -2.093 -0.126 -0.151 -0.882
N -0.155 -0.984 -2.947 0.721 0.552 0.073
C -0.725 -1.946 -2.248 -0.261 -0.525 0.402
C -1.653 -2.847 -2.862 0.241 0.238 -0.031
C -2.137 -3.893 -2.159 -0.051 -0.201 0.272
C -1.735 -4.093 -0.803 -0.184 -0.140 -0.258
C -0.902 -3.197 -0.234 0.234 0.406 -0.097
N -0.406 -2.098 -0.900 -0.394 -0.572 -0.336
H 4.704 -1.127 4.350 -0.001 0.007 -0.004
H 5.174 1.005 3.185 -0.002 -0.004 0.002
H 4.049 1.545 1.069 0.010 -0.002 -0.006
H 2.141 -2.283 1.117 -0.011 0.002 -0.009
H 3.154 -2.765 3.323 0.000 0.002 -0.007
H 4.788 0.976 -0.898 -0.004 -0.008 -0.002
H 5.400 1.614 -3.183 -0.009 0.000 0.001
H 3.803 1.363 -5.045 -0.011 -0.004 0.006
H 1.516 0.456 -4.602 0.019 0.003 0.001
H -1.914 -2.670 -3.896 0.018 0.003 0.004
H -2.822 -4.589 -2.626 0.002 0.002 0.021
H -2.084 -4.941 -0.233 -0.009 -0.006 -0.027
H -0.583 -3.311 0.794 0.019 0.029 0.005
```
Positions in Å, forces in eV/Å.

Values from the calculation:
Molar mass ... 561.67 g/mol
Multiplicity ... 1
Relative energy (zero: lowest compared OMol25 entry of this formula, charge and spin) ... 3.12 kJ/mol
Net charge ... +1

---

4.
ORCA calculation (ωB97M-V/def2-TZVPD) on the molecule C25H29N5O4.

```
63
Properties=species:S:1:pos:R:3:forces:R:3
C -2.527 -3.145 1.934 0.197 0.220 -0.327
H -3.496 -3.628 2.020 -0.110 -0.073 0.031
H -2.403 -2.457 2.766 -0.011 0.044 0.094
C -2.451 -2.382 0.616 -0.472 -0.231 0.203
H -2.620 -3.046 -0.239 0.025 0.107 0.016
H -3.216 -1.600 0.596 0.080 -0.157 -0.064
O -1.231 -1.682 0.463 0.440 0.021 -0.026
C -0.116 -2.337 0.034 0.334 -0.066 -0.062
C -0.043 -3.693 -0.258 -0.321 0.058 0.071
C 1.146 -4.251 -0.696 0.109 0.018 -0.032
C 2.274 -3.470 -0.846 0.050 -0.095 -0.076
C 2.208 -2.116 -0.563 -0.084 0.019 0.070
C 1.030 -1.542 -0.122 -0.212 -0.051 0.249
C 0.910 -0.049 0.146 -0.351 -0.344 -0.008
N 2.184 0.564 0.385 0.582 0.596 -0.852
C 2.958 1.093 -0.576 0.028 -0.019 0.715
N 4.102 1.506 -0.071 -0.018 0.091 -0.500
C 3.989 1.189 1.250 -0.463 -0.047 -0.057
N 2.845 0.624 1.557 0.017 -0.257 0.917
C 5.050 1.463 2.253 0.095 -0.214 0.101
H 4.625 1.235 3.231 -0.003 0.100 -0.020
H 5.305 2.526 2.218 -0.035 0.005 0.079
C 6.325 0.633 2.043 0.117 0.277 -0.237
H 6.900 0.655 2.971 0.013 -0.028 0.035
H 6.058 -0.405 1.835 0.057 -0.064 0.049
C 7.231 1.151 0.917 0.174 -0.108 0.359
O 6.783 0.841 -0.373 -0.248 -0.062 -0.319
H 5.872 1.179 -0.457 0.158 -0.026 -0.138
H 8.217 0.683 1.006 -0.061 0.123 0.076
H 7.358 2.240 1.031 0.065 -0.085 0.075
N 2.489 1.186 -1.849 0.033 -0.063 -0.257
C 1.118 1.090 -2.059 -0.424 0.075 0.092
C 0.313 0.605 -1.094 0.300 0.030 0.000
C -1.168 0.565 -1.256 0.219 0.269 0.037
O -1.715 0.190 -2.275 -0.239 -0.139 -0.114
N -1.828 1.043 -0.163 0.211 0.294 0.235
C -3.201 1.068 0.093 -0.396 -0.062 -0.149
C -4.159 0.700 -0.844 0.271 -0.008 -0.068
C -5.506 0.742 -0.527 -0.377 0.059 0.256
C -5.923 1.157 0.732 0.103 -0.006 -0.003
C -4.961 1.528 1.673 -0.194 -0.050 -0.098
C -3.622 1.484 1.357 -0.030 -0.064 -0.130
H -2.889 1.773 2.098 0.080 0.037 0.095
H -5.291 1.849 2.648 -0.027 0.043 0.123
O -7.221 1.238 1.146 0.261 0.076 0.186
C -8.236 0.896 0.235 -0.144 -0.051 -0.134
H -8.161 -0.150 -0.079 0.005 0.040 -0.004
H -9.173 1.045 0.769 0.039 -0.029 -0.085
H -8.217 1.542 -0.649 0.007 -0.035 0.021
H -6.220 0.447 -1.279 -0.090 -0.020 -0.050
H -3.847 0.373 -1.821 0.010 0.008 -0.028
H -1.262 1.346 0.616 0.007 -0.069 -0.222
C 0.667 1.629 -3.376 -0.130 -0.026 0.017
H 0.820 2.708 -3.419 0.069 0.062 0.002
H 1.250 1.169 -4.172 0.042 -0.032 -0.103
H -0.381 1.405 -3.540 0.047 0.018 -0.059
H 3.063 1.661 -2.528 -0.047 -0.015 0.081
H 0.290 0.085 1.039 0.140 0.079 -0.153
H 3.092 -1.508 -0.684 0.095 0.076 0.035
H 3.202 -3.905 -1.184 0.086 -0.045 -0.030
H 1.182 -5.307 -0.919 -0.003 -0.086 -0.011
H -0.908 -4.329 -0.152 -0.101 -0.025 0.046
H -1.748 -3.901 1.995 0.028 -0.093 0.047
```
Positions in Å, forces in eV/Å.

Values from the calculation:
Molar mass ... 463.54 g/mol
Multiplicity ... 1
Relative energy (zero: lowest compared OMol25 entry of this formula, charge and spin) ... 312.03 kJ/mol
SMILES ... CCOc1ccccc1[C@@H]1C(C(=O)Nc2ccc(OC)cc2)=C(C)Nc2nc(CCCO)nn21
Net charge ... 0

---

F_max? In order: 0.22; 1.06; 1.32; 1.19 eV Å⁻¹.